Molecular formula: C5H5ClOS
Method: DFT, wB97M-V/def2-TZVPD

Geometry (Å):
C -2.144 0.371 1.897
C -1.321 0.053 1.079
C -0.274 -0.612 0.380
Cl -1.149 -1.360 -1.070
C 0.914 0.260 0.077
S 2.345 -0.551 0.414
O 0.802 1.568 -0.224
C -0.442 2.119 -1.119
H -2.859 0.856 2.601
H 0.374 -1.399 0.800
H -0.998 1.462 -1.972
H -1.363 2.380 -0.295
H 0.029 2.936 -1.659

As for the spin multiplicity: 1. The molar mass comes out at 148.61 g mol⁻¹. The energy above the lowest of the compared OMol25 structures with the same formula, charge and spin comes out at 98.4 kcal/mol. Its SMILES is C#C[C@@H](Cl)C(=S)OC. The value obtained for the HOMO energy is -9.011 eV.



Molecular formula: C5H5CoO4
Method: DFT, wB97M-V/def2-TZVPD

Geometry (Å):
O 0.054 -1.903 0.652
C -0.228 -1.425 -0.614
C -0.002 0.083 -0.775
O -0.828 0.873 -0.270
C -1.120 0.717 2.144
O 0.121 0.883 2.339
O -1.860 1.844 2.177
Co -0.168 -1.139 2.243
H -1.287 -1.599 -0.899
H 0.391 -1.939 -1.380
H -1.341 2.569 1.782
C 1.172 0.598 -1.492
C 2.055 -0.088 -2.279
H 1.278 1.687 -1.341
H 1.763 -1.160 -2.288

As for the spin multiplicity: 6. The molar mass comes out at 188.02 g mol⁻¹. The charge is -1. The value obtained for the HOMO energy (alpha / beta) is -0.776 / -4.344 eV.



Molecular formula: C5H5F
Method: DFT, wB97M-V/def2-TZVPD

Geometry (Å):
C 0.204 -1.041 0.530
C -0.616 1.402 -0.166
C 1.034 -0.579 -0.712
C 0.030 0.255 0.029
C 2.316 0.141 -0.657
F 2.807 0.410 0.564
H -0.577 -1.739 0.232
H 0.755 -1.004 1.499
H -0.394 2.152 -0.793
H -1.357 1.620 0.516
H 0.671 -1.182 -1.693

As for the spin multiplicity: 1. The molar mass comes out at 84.09 g mol⁻¹. The energy above the lowest of the compared OMol25 structures with the same formula, charge and spin comes out at 105.2 kcal/mol. The value obtained for the HOMO energy is -8.628 eV.



Molecular formula: C5H5FLiNaO4
Method: DFT, wB97M-V/def2-TZVPD

Geometry (Å):
H 1.722 -0.726 -1.058
O -0.654 -0.847 -1.339
O -0.155 -2.792 -0.632
O -1.482 -1.443 0.655
C 0.773 -0.971 -1.554
C 0.760 -2.411 -1.610
C -0.966 -1.764 -0.390
H 1.524 -3.124 -1.897
C 0.310 2.564 1.718
C 0.190 1.835 0.508
O -1.107 1.490 0.318
Li -1.968 0.795 -1.075
Na -1.933 0.358 2.083
F -0.310 1.989 2.815
H 1.170 3.165 2.008
H 0.985 0.623 -1.056
H 1.140 1.258 0.506

As for the spin multiplicity: 2. The molar mass comes out at 178.02 g mol⁻¹. The energy above the lowest of the compared OMol25 structures with the same formula, charge and spin comes out at 190.6 kcal/mol. The charge is +1. The value obtained for the HOMO energy (alpha / beta) is -10.504 / -10.973 eV.



Molecular formula: C5H5FN2
Method: DFT, wB97M-V/def2-TZVPD

Geometry (Å):
C -1.812 -0.389 -0.135
C -1.202 0.095 -2.102
C -0.477 -0.135 -0.072
C 2.030 0.455 1.730
C 0.957 -0.302 1.646
N -2.222 -0.216 -1.410
N -0.083 0.157 -1.335
F 0.625 -1.179 2.606
H -2.618 -0.386 0.602
H -0.973 0.226 -3.260
H 2.773 0.353 2.538
H 2.238 0.943 0.837
H 0.765 0.379 -1.647

As for the spin multiplicity: 1. The molar mass comes out at 112.11 g mol⁻¹. The energy above the lowest of the compared OMol25 structures with the same formula, charge and spin comes out at 96.4 kcal/mol. The value obtained for the HOMO energy is -9.117 eV.



Molecular formula: C5H5FN2
Method: DFT, wB97M-V/def2-TZVPD

Geometry (Å):
C 1.231 2.696 -0.110
C 0.805 1.531 -0.105
C 0.445 0.114 -0.173
C -0.978 -0.311 -0.404
C -2.048 0.282 0.257
F -3.400 -0.003 -0.145
N 1.435 -0.741 0.000
N 1.072 -2.191 -0.114
H 1.484 3.761 -0.007
H -0.729 -1.315 -1.148
H -2.089 1.270 0.807
H 2.049 -2.554 0.128
H 0.724 -2.538 1.015

As for the spin multiplicity: 1. The molar mass comes out at 112.11 g mol⁻¹. The energy above the lowest of the compared OMol25 structures with the same formula, charge and spin comes out at 131.7 kcal/mol. Its SMILES is C#CC(/C=C/F)=N/N. The value obtained for the HOMO energy is -9.486 eV.



Molecular formula: C5H5FO2
Method: DFT, wB97M-V/def2-TZVPD

Geometry (Å):
C 1.223 -1.497 0.397
C 0.290 -0.543 0.417
C -0.233 0.064 1.644
O 0.341 0.576 2.552
C -0.376 -0.174 -0.907
O -0.678 -1.054 -1.678
C -0.626 1.308 -1.216
F -0.043 2.074 -0.231
H 1.846 -1.726 1.258
H 1.537 -2.006 -0.529
H -1.334 0.020 1.703
H -0.214 1.505 -2.215
H -1.732 1.453 -1.194

As for the spin multiplicity: 1. The molar mass comes out at 116.09 g mol⁻¹. The energy above the lowest of the compared OMol25 structures with the same formula, charge and spin comes out at 28.6 kcal/mol. Its SMILES is C=C(C=O)C(=O)CF. The value obtained for the HOMO energy is -10.043 eV.



Molecular formula: C5H5FO2
Method: DFT, wB97M-V/def2-TZVPD

Geometry (Å):
C -1.278 -0.426 -0.350
C -0.289 -1.143 0.303
C 1.766 1.193 -0.220
C -2.373 0.161 0.182
C 1.892 -0.220 -0.171
O 0.776 1.966 -0.085
O 1.014 -1.121 0.106
F 3.128 -0.780 -0.073
H -0.854 -0.081 -1.264
H -0.522 -1.650 1.151
H 2.709 1.718 -0.174
H -2.877 -0.036 1.145
H -3.092 0.420 -0.549

As for the spin multiplicity: 1. The molar mass comes out at 116.09 g mol⁻¹. The energy above the lowest of the compared OMol25 structures with the same formula, charge and spin comes out at 103.7 kcal/mol. The value obtained for the HOMO energy (alpha / beta) is -8.647 / -8.171 eV.